1.
Below is a structure of composition C16H37FInNO9PS4, with properties calculated with the ωB97M-V functional and the def2-TZVPD basis.

CARTESIAN COORDINATES (ANGSTROEM)
1 N -1.29 -1.66 4.07
2 P -1.84 -1.47 2.44
3 O -3.51 -1.71 2.60
4 In -1.41 1.00 1.89
5 F 0.43 1.38 2.75
6 H -0.63 -2.43 4.13
7 H -0.83 -0.83 4.41
8 H -3.74 -1.71 3.53
9 H -2.62 2.05 2.66
10 H -1.18 1.19 0.21
11 C 0.77 4.46 -2.60
12 C 0.12 5.08 -1.35
13 C -1.40 4.89 -1.47
14 S -1.63 3.39 -2.43
15 O -2.28 3.72 -3.68
16 O -2.11 2.36 -1.56
17 C 0.11 3.09 -2.75
18 H 1.85 4.36 -2.49
19 H 0.57 5.08 -3.47
20 H 0.49 4.56 -0.47
21 H 0.37 6.13 -1.25
22 H -1.86 4.74 -0.50
23 H -1.88 5.71 -1.99
24 H 0.22 2.65 -3.74
25 H 0.46 2.40 -1.98
26 C -2.89 -2.08 -3.74
27 C -3.45 -1.40 -2.48
28 C -2.82 -2.09 -1.26
29 S -1.22 -2.69 -1.81
30 O -1.22 -4.14 -1.76
31 O -0.17 -1.93 -1.19
32 C -1.38 -2.17 -3.52
33 H -3.12 -1.52 -4.64
34 H -3.31 -3.08 -3.84
35 H -3.18 -0.34 -2.48
36 H -4.54 -1.46 -2.44
37 H -2.66 -1.40 -0.43
38 H -3.40 -2.94 -0.92
39 H -0.88 -2.89 -4.16
40 H -0.91 -1.20 -3.60
41 C 3.44 4.64 3.07
42 C 4.32 5.90 3.12
43 C 4.11 6.65 1.79
44 S 2.45 6.23 1.24
45 O 2.55 5.48 0.02
46 O 1.60 7.39 1.32
47 C 2.08 5.10 2.57
48 H 3.37 4.16 4.04
49 H 3.87 3.92 2.37
50 H 4.01 6.53 3.95
51 H 5.37 5.66 3.27
52 H 4.18 7.73 1.91
53 H 4.81 6.32 1.03
54 H 1.45 4.29 2.20
55 H 1.54 5.66 3.34
56 C 0.72 -6.28 0.03
57 C -0.47 -7.18 -0.28
58 C 0.00 -8.64 -0.13
59 S 1.34 -8.60 1.08
60 O 2.56 -8.99 0.43
61 O 0.91 -9.26 2.29
62 C 1.34 -6.83 1.31
63 H 0.41 -5.24 0.14
64 H 1.45 -6.33 -0.79
65 H -1.28 -6.98 0.42
66 H -0.86 -7.00 -1.28
67 H -0.78 -9.30 0.24
68 H 0.42 -9.03 -1.06
69 H 2.36 -6.49 1.49
70 H 0.72 -6.61 2.18

- charge = -1
- energy (eV) = -97631.42623
- lowest unoccupied orbital energy (eV) = 2.064

---

2.
Below is a cluster of 3 separate species, C16H37FN3O6S2 in total, with properties calculated with the ωB97M-V functional and the def2-TZVPD basis.

CARTESIAN COORDINATES (ANGSTROEM)
1 C 0.22 -1.34 0.30
2 O 0.37 0.08 0.69
3 C 0.33 0.97 -0.48
4 S -0.56 2.60 -0.21
5 O -0.64 3.42 -1.55
6 O 0.33 3.42 0.80
7 N -2.13 2.46 0.55
8 S -2.93 0.95 0.18
9 O -2.63 -0.17 1.25
10 O -2.74 0.46 -1.29
11 C -4.80 1.30 0.35
12 C -5.01 2.83 -0.21
13 O -5.36 3.84 0.63
14 F -4.82 3.13 -1.68
15 H 1.25 -1.90 0.16
16 H -0.40 -1.85 1.19
17 H -0.47 -1.50 -0.66
18 H -0.09 0.50 -1.46
19 H 1.47 1.26 -0.71
20 H -5.35 0.50 -0.32
21 H -5.10 1.23 1.48
22 C -2.73 -5.13 6.51
23 C -1.39 -4.83 5.85
24 N -1.41 -4.91 4.39
25 C -0.07 -4.91 3.79
26 C 0.78 -3.65 3.96
27 C -2.40 -4.07 3.71
28 C -2.35 -2.57 3.96
29 H -3.12 -6.11 6.19
30 H -2.62 -5.16 7.60
31 H -3.48 -4.37 6.28
32 H -0.68 -5.57 6.24
33 H -1.04 -3.85 6.20
34 H -0.15 -5.13 2.72
35 H 0.49 -5.75 4.21
36 H 0.43 -2.84 3.32
37 H 1.81 -3.86 3.67
38 H 0.79 -3.30 5.00
39 H -3.40 -4.43 3.99
40 H -2.35 -4.25 2.63
41 H -2.22 -2.32 5.02
42 H -3.29 -2.11 3.64
43 H -1.55 -2.09 3.39
44 C 4.99 3.23 -6.30
45 C 3.72 2.60 -5.74
46 N 3.65 2.60 -4.28
47 C 2.58 1.75 -3.75
48 C 1.14 2.13 -4.07
49 C 3.78 3.91 -3.62
50 C 2.79 5.00 -4.01
51 H 5.89 2.77 -5.88
52 H 5.02 3.11 -7.38
53 H 5.03 4.31 -6.10
54 H 3.71 1.56 -6.09
55 H 2.85 3.09 -6.19
56 H 2.69 1.67 -2.66
57 H 2.75 0.73 -4.12
58 H 0.81 2.99 -3.49
59 H 0.48 1.29 -3.82
60 H 1.00 2.34 -5.13
61 H 4.79 4.29 -3.82
62 H 3.75 3.78 -2.53
63 H 2.63 5.06 -5.09
64 H 3.16 5.97 -3.68
65 H 1.82 4.85 -3.52

- charge = -1
- energy (eV) = -58329.95486
- lowest unoccupied orbital energy (eV) = 2.503

---

3.
Below is a structure of composition C16H37NScSi4, with properties calculated with the ωB97M-V functional and the def2-TZVPD basis.

CARTESIAN COORDINATES (ANGSTROEM)
1 C -0.14 1.03 -4.55
2 C 1.27 1.12 -4.29
3 C 1.47 1.86 -3.07
4 C 0.15 2.28 -2.60
5 C -0.83 1.77 -3.53
6 Sc 0.17 -0.17 -2.54
7 N -1.29 -0.70 -0.86
8 C 0.35 -2.21 -3.03
9 C 1.68 -1.80 -2.72
10 H 2.42 2.21 -2.65
11 H 2.09 0.77 -4.94
12 H -0.02 2.96 -1.79
13 H -1.91 1.92 -3.43
14 H -0.61 0.55 -5.42
15 H 2.26 -1.65 -3.65
16 H -0.11 -3.01 -2.44
17 H -1.88 -1.50 -1.13
18 H 2.27 -2.20 -1.86
19 H -0.41 -1.58 -3.68
20 C 3.10 0.30 0.09
21 Si 1.65 0.97 1.09
22 C 2.01 0.73 2.94
23 C 1.57 2.84 0.85
24 Si -0.29 -0.19 0.41
25 Si -0.19 -2.22 1.49
26 C -0.26 -2.09 3.36
27 C -1.68 -3.19 0.86
28 C 1.40 -2.98 0.89
29 Si -2.05 1.04 1.21
30 C -2.05 1.20 3.08
31 C -2.07 2.76 0.45
32 C -3.58 0.09 0.65
33 H 4.02 0.79 0.43
34 H 3.00 0.49 -1.00
35 H 3.23 -0.79 0.22
36 H 2.87 1.36 3.23
37 H 1.17 1.04 3.59
38 H 2.28 -0.30 3.21
39 H 1.54 3.12 -0.21
40 H 0.70 3.30 1.35
41 H 2.47 3.30 1.29
42 H -1.22 -1.70 3.72
43 H -0.14 -3.12 3.74
44 H 0.55 -1.48 3.78
45 H -1.80 -3.11 -0.23
46 H -1.48 -4.26 1.08
47 H -2.62 -2.88 1.34
48 H 1.44 -3.08 -0.21
49 H 2.29 -2.43 1.23
50 H 1.43 -3.99 1.32
51 H -1.16 1.73 3.46
52 H -2.93 1.79 3.37
53 H -2.11 0.23 3.60
54 H -2.13 2.72 -0.65
55 H -2.98 3.28 0.81
56 H -1.21 3.37 0.73
57 H -3.59 -0.07 -0.44
58 H -3.67 -0.90 1.13
59 H -4.46 0.69 0.92

- charge = -1
- ΔE to the lowest compared entry with this formula, charge and spin (kcal per mole) = 0.00
- energy (eV) = -70893.69530
- lowest unoccupied orbital energy (spin up / spin down) (eV) = 2.741 / 2.742

---

4.
Below is a cluster of 7 separate species, C16H38Br10O8P2 in total, with properties calculated with the ωB97M-V functional and the def2-TZVPD basis.

CARTESIAN COORDINATES (ANGSTROEM)
1 Br 16.48 -0.44 -18.43
2 C 15.50 -1.64 -17.22
3 C 16.19 -2.97 -17.23
4 Br 15.34 -4.02 -15.79
5 H 14.46 -1.73 -17.54
6 H 15.60 -1.13 -16.27
7 H 17.24 -2.78 -16.99
8 H 16.09 -3.53 -18.16
9 Br 6.95 -4.59 -14.74
10 C 8.35 -4.15 -13.36
11 C 8.81 -5.42 -12.68
12 Br 7.45 -6.02 -11.38
13 H 7.85 -3.52 -12.63
14 H 9.10 -3.52 -13.82
15 H 9.61 -5.05 -12.04
16 H 9.07 -6.22 -13.36
17 Br 11.43 -6.50 -22.00
18 C 12.13 -6.21 -20.18
19 C 11.85 -4.77 -19.84
20 Br 12.60 -4.30 -18.13
21 H 13.21 -6.33 -20.19
22 H 11.67 -6.96 -19.55
23 H 10.78 -4.54 -19.85
24 H 12.29 -4.11 -20.57
25 Br 12.09 -2.71 -13.46
26 C 11.50 -2.47 -15.35
27 C 11.03 -1.04 -15.42
28 Br 9.87 -0.86 -17.00
29 H 10.67 -3.12 -15.63
30 H 12.42 -2.65 -15.90
31 H 11.80 -0.28 -15.47
32 H 10.43 -0.90 -14.52
33 Br 5.81 2.27 -20.04
34 C 5.76 0.52 -19.22
35 C 6.94 0.37 -18.29
36 Br 6.88 1.67 -16.78
37 H 5.85 -0.28 -19.96
38 H 4.85 0.45 -18.63
39 H 7.90 0.49 -18.78
40 H 7.03 -0.57 -17.74
41 C 12.74 -5.52 -11.85
42 O 12.80 -6.95 -11.96
43 P 12.14 -7.54 -13.33
44 O 11.48 -6.53 -14.18
45 O 11.22 -8.72 -12.77
46 C 11.74 -9.90 -12.13
47 O 13.34 -8.34 -14.04
48 C 13.87 -7.92 -15.30
49 H 11.73 -5.13 -11.96
50 H 13.35 -5.10 -12.66
51 H 13.38 -5.21 -11.02
52 H 11.09 -10.72 -12.41
53 H 11.82 -9.68 -11.07
54 H 12.77 -10.06 -12.46
55 H 14.96 -7.86 -15.25
56 H 13.41 -6.99 -15.63
57 H 13.65 -8.67 -16.06
58 C 12.61 -0.25 -19.03
59 O 13.05 0.90 -18.29
60 P 12.29 2.29 -18.56
61 O 11.66 2.43 -19.88
62 O 13.39 3.36 -18.08
63 C 13.49 4.55 -18.84
64 O 11.19 2.34 -17.40
65 C 10.48 3.53 -17.06
66 H 12.35 -0.97 -18.26
67 H 13.35 -0.46 -19.81
68 H 11.70 -0.18 -19.62
69 H 12.61 4.75 -19.46
70 H 14.36 4.60 -19.49
71 H 13.63 5.45 -18.24
72 H 9.44 3.39 -17.35
73 H 10.82 4.36 -17.68
74 H 10.66 3.77 -16.01

- ΔE to the lowest compared entry with this formula, charge and spin (kcal per mole) = 3.41
- energy (eV) = -752595.17911
- lowest unoccupied orbital energy (eV) = 0.148